Record 1
Below is 11 unconnected molecules or ions with the total composition C75H165N7O11, with properties calculated with ωB97M-V with the def2-TZVPD basis set.

Each line ends with the Löwdin charge.
Element x y z (Å)
1 C -6.3400 -3.4720 -3.0473  -0.0404
2 C -5.7419 -2.1077 -3.2338  -0.5172
3 C -6.6894 -1.1046 -2.6834  -0.0508
4 C -4.4180 -1.9737 -2.5083  -0.1379
5 C -3.1935 -2.6186 -3.1569  -0.1704
6 C -3.0756 -2.1209 -4.5854  -0.1201
7 C -4.3882 -2.0602 -5.4792  -0.4538
8 C -4.2181 -1.0858 -6.6864  -0.0250
9 C -4.6150 -3.4847 -5.9953  -0.0313
10 N -5.5660 -1.6538 -4.6594  -0.1361
11 O -6.7192 -1.7365 -5.3891  -0.0055
12 H -7.2236 -3.6365 -3.6638  0.0904
13 H -5.7104 -4.3554 -3.1542  0.0774
14 H -6.7293 -3.6698 -2.0485  0.0806
15 H -6.3792 -0.0708 -2.8353  0.1002
16 H -7.7230 -1.2360 -3.0034  0.0911
17 H -6.7296 -1.2500 -1.6039  0.0866
18 H -4.0764 -0.9747 -2.2374  0.1218
19 H -4.5607 -2.4280 -1.5277  0.1052
20 H -2.2818 -2.3956 -2.6028  0.0902
21 H -3.3769 -3.6708 -2.9390  0.1040
22 H -2.2064 -2.3846 -5.1879  0.1128
23 H -2.6330 -1.1263 -4.5308  0.0797
24 H -5.0724 -1.2445 -7.3445  0.0763
25 H -3.4063 -1.3068 -7.3795  0.0859
26 H -4.3044 -0.0584 -6.3327  0.0767
27 H -5.4171 -3.3664 -6.7238  0.0746
28 H -4.9732 -4.1010 -5.1707  0.0717
29 H -3.8041 -3.8522 -6.6243  0.0873
30 H -7.0730 -0.9237 -5.0206  0.0983
31 C -0.3852 1.0319 -5.0093  -0.0161
32 C -1.1966 2.2977 -5.3332  -0.4303
33 C -2.5017 2.3983 -4.3951  -0.0141
34 C -0.3080 3.5676 -5.0378  -0.1132
35 C 0.6531 4.0011 -6.2069  -0.1433
36 C -0.1793 4.1047 -7.5170  -0.1410
37 C -0.9338 2.8625 -7.9241  -0.5032
38 C -1.8281 3.2684 -9.0741  -0.0375
39 C -0.0195 1.7816 -8.4191  -0.0366
40 N -1.7586 2.3971 -6.7157  -0.1292
41 O -2.6902 1.4544 -6.9613  -0.0331
42 H -0.9121 0.1591 -5.3949  0.0641
43 H 0.5416 1.1003 -5.5790  0.0664
44 H -0.2321 0.8901 -3.9395  0.0656
45 H -2.9479 1.4045 -4.3584  0.0594
46 H -2.3836 2.9277 -3.4496  0.0719
47 H -3.2271 3.0916 -4.8209  0.0801
48 H -0.8890 4.3919 -4.6241  0.1112
49 H 0.3650 3.2814 -4.2296  0.0966
50 H 1.1600 4.9274 -5.9363  0.1082
51 H 1.3605 3.1776 -6.3033  0.0593
52 H 0.3462 4.4581 -8.4042  0.1212
53 H -0.8413 4.9603 -7.3833  0.1169
54 H -2.5646 2.4717 -9.1777  0.0842
55 H -1.3182 3.4056 -10.0277  0.0883
56 H -2.3486 4.2081 -8.8891  0.0877
57 H 0.3543 1.9505 -9.4290  0.0905
58 H -0.5012 0.8040 -8.4397  0.0820
59 H 0.7920 1.4555 -7.7685  0.0672
60 H -2.1934 0.6333 -6.9368  0.0615
61 C 5.7176 5.0922 0.4223  -0.0139
62 C 4.3624 4.5242 -0.0742  -0.4372
63 C 4.2630 2.9744 0.1309  -0.0197
64 C 3.2914 4.9393 0.9792  -0.1668
65 C 2.6178 6.2670 0.8811  -0.2268
66 C 2.2706 6.6660 -0.4885  -0.1169
67 C 3.3118 6.3171 -1.6711  -0.4184
68 C 2.5960 6.2434 -2.9602  -0.0568
69 C 4.4749 7.4247 -1.7669  -0.0270
70 N 4.0187 5.0094 -1.4187  -0.1535
71 O 4.8683 4.6505 -2.3858  -0.0092
72 H 5.6970 6.1793 0.3450  0.0709
73 H 5.9096 4.6442 1.3973  0.0744
74 H 6.5309 4.7005 -0.1885  0.0792
75 H 3.2663 2.5331 0.1290  0.0679
76 H 4.7658 2.3984 -0.6460  0.0574
77 H 4.6755 2.7680 1.1185  0.0681
78 H 2.5250 4.1839 1.1524  0.1037
79 H 3.6995 5.0165 1.9870  0.0989
80 H 1.8257 6.4630 1.6037  0.1220
81 H 3.3463 6.9464 1.3234  0.1092
82 H 2.2771 7.7479 -0.3563  0.1137
83 H 1.2675 6.4149 -0.8333  0.1117
84 H 3.2965 6.5373 -3.7420  0.0839
85 H 1.7315 6.9072 -2.9514  0.0871
86 H 2.2522 5.2411 -3.2154  0.0775
87 H 4.1117 8.3311 -2.2513  0.0702
88 H 5.3765 7.1890 -2.3323  0.0767
89 H 4.7502 7.7500 -0.7637  0.0591
90 H 4.4512 3.9215 -2.8507  0.0645
91 C 5.2144 2.9007 7.7273  -0.0086
92 C 3.6469 2.7439 7.6435  -0.5243
93 C 3.1374 2.1394 8.8822  -0.0612
94 C 2.8346 4.0627 7.5240  -0.1208
95 C 2.9740 4.8340 6.1983  -0.1954
96 C 2.6283 3.9329 5.0471  -0.1188
97 C 3.3226 2.4603 5.0579  -0.4372
98 C 2.4133 1.5502 4.2231  -0.0415
99 C 4.7593 2.5150 4.5171  -0.0166
100 N 3.2910 1.9617 6.4597  -0.1283
101 O 3.7837 0.6571 6.5083  -0.0117
102 H 5.5292 3.6938 7.0491  0.0605
103 H 5.5167 3.2376 8.7189  0.0742
104 H 5.7133 1.9372 7.6236  0.0855
105 H 3.6887 1.2427 9.1651  0.0908
106 H 3.2613 2.8804 9.6719  0.0907
107 H 2.0715 1.9197 8.8209  0.0854
108 H 1.7738 3.8364 7.6314  0.1228
109 H 3.2723 4.7551 8.2431  0.1197
110 H 2.3561 5.7318 6.1836  0.1123
111 H 3.9915 5.1844 6.0251  0.1043
112 H 2.8938 4.5250 4.1713  0.0962
113 H 1.5552 3.7514 4.9865  0.1116
114 H 2.8122 0.5696 3.9637  0.0829
115 H 2.2407 2.0240 3.2568  0.0825
116 H 1.4835 1.2374 4.6983  0.0615
117 H 4.7278 2.7933 3.4637  0.0591
118 H 5.2432 1.5388 4.5485  0.0870
119 H 5.3558 3.2447 5.0646  0.0663
120 H 3.0133 0.1947 6.1702  0.0729
121 C -4.8501 -5.1465 5.0599  -0.0342
122 C -5.0320 -5.7068 3.5901  -0.4608
123 C -5.2489 -7.2395 3.6870  -0.0417
124 C -6.3069 -5.1281 2.9833  -0.1221
125 C -6.1879 -3.6777 2.3827  -0.1414
126 C -4.9912 -3.5849 1.4198  -0.1176
127 C -3.6331 -4.1375 1.9938  -0.4582
128 C -2.7475 -4.5195 0.8154  -0.0390
129 C -2.9314 -3.0869 2.8349  -0.0245
130 N -3.7915 -5.4230 2.7770  -0.1182
131 O -2.6643 -5.9834 3.3512  -0.0122
132 H -5.6603 -5.2059 5.7866  0.0786
133 H -4.0096 -5.4235 5.6964  0.0738
134 H -4.7394 -4.0669 4.9585  0.0330
135 H -5.8939 -7.4961 4.5274  0.0819
136 H -5.5895 -7.5749 2.7074  0.0791
137 H -4.3822 -7.8175 4.0078  0.0733
138 H -6.7800 -5.8198 2.2864  0.1095
139 H -6.9830 -5.1811 3.8366  0.1136
140 H -7.1204 -3.4918 1.8498  0.1062
141 H -5.9644 -2.9004 3.1133  0.0908
142 H -4.7484 -2.5388 1.2333  0.0864
143 H -5.3304 -4.0302 0.4845  0.1093
144 H -2.4840 -3.6738 0.1802  0.0778
145 H -3.1458 -5.2674 0.1297  0.0902
146 H -1.7963 -4.8653 1.2201  0.0541
147 H -2.8530 -2.2223 2.1758  0.0586
148 H -1.9366 -3.3770 3.1731  0.0726
149 H -3.5337 -2.8170 3.7024  0.0658
150 H -2.3590 -6.6201 2.7008  0.1027
151 C 6.2581 3.3070 -5.4370  -0.0234
152 C 5.1933 2.4165 -6.0852  -0.4541
153 C 4.2743 3.2820 -6.9611  -0.0448
154 C 5.8215 1.4083 -7.0787  -0.1620
155 C 6.5566 0.3123 -6.4219  -0.1978
156 C 5.5796 -0.4467 -5.5117  -0.1354
157 C 4.7568 0.3984 -4.4799  -0.4238
158 C 3.4866 -0.4728 -4.1133  -0.0208
159 C 5.7010 0.6742 -3.2578  -0.0195
160 N 4.3656 1.7185 -5.0334  -0.1219
161 O 3.5997 2.6183 -4.2946  -0.0096
162 H 6.8654 3.6931 -6.2557  0.0862
163 H 5.8741 4.1912 -4.9283  0.0735
164 H 6.9819 2.9135 -4.7233  0.0744
165 H 4.5920 3.5552 -7.9673  0.0878
166 H 3.3413 2.8109 -7.2705  0.0695
167 H 4.0065 4.2198 -6.4745  0.0812
168 H 5.0045 0.8884 -7.5790  0.1226
169 H 6.3642 1.9095 -7.8801  0.1246
170 H 6.8930 -0.4511 -7.1234  0.1171
171 H 7.3891 0.6606 -5.8104  0.1109
172 H 6.1735 -1.1738 -4.9578  0.1170
173 H 5.0061 -1.0682 -6.1995  0.1139
174 H 3.9896 -1.3343 -3.6740  0.0662
175 H 2.8492 -0.7225 -4.9615  0.0785
176 H 2.7406 -0.1302 -3.3963  0.0570
177 H 5.2518 1.3966 -2.5763  0.0539
178 H 6.6845 1.1103 -3.4329  0.0728
179 H 5.8911 -0.2271 -2.6750  0.0797
180 H 2.8520 2.6711 -4.8944  0.0706
181 C -4.5106 -1.5505 6.6980  -0.0186
182 C -3.0517 -1.4796 7.3086  -0.3901
183 C -3.0531 -0.5136 8.6134  -0.0302
184 C -2.5742 -2.8508 7.9397  -0.1217
185 C -1.0631 -2.9141 8.1881  -0.1947
186 C -0.3216 -2.6415 6.9204  -0.1222
187 C -0.7225 -1.2187 6.2978  -0.4562
188 C -0.0120 -0.1156 7.0445  -0.0397
189 C -0.1713 -1.3337 4.7817  -0.0143
190 N -2.1464 -0.9831 6.2154  -0.1245
191 O -2.5732 0.2192 5.6387  0.0004
192 H -5.1430 -2.1435 7.3586  0.0826
193 H -4.5222 -2.1523 5.7892  0.0403
194 H -4.9430 -0.5845 6.4375  0.0640
195 H -3.4328 0.4390 8.2438  0.0704
196 H -2.0806 -0.2694 9.0407  0.0480
197 H -3.5288 -0.8357 9.5397  0.0733
198 H -3.0579 -3.0947 8.8855  0.1140
199 H -2.8955 -3.5950 7.2109  0.1014
200 H -0.7964 -3.9172 8.5208  0.1107
201 H -0.6950 -2.2931 9.0048  0.1105
202 H -0.4971 -3.4442 6.2041  0.1169
203 H 0.7557 -2.4924 6.9926  0.1156
204 H -0.0560 0.8782 6.5990  0.0833
205 H -0.3858 -0.1245 8.0684  0.0635
206 H 1.0599 -0.1901 7.2278  0.0698
207 H -0.7950 -2.0486 4.2449  0.0540
208 H -0.0220 -0.3685 4.2977  0.0481
209 H 0.8267 -1.7688 4.8340  0.0781
210 H -2.8591 -0.0548 4.7642  0.0646
211 C -0.3494 -0.2298 -1.0766  -0.0266
212 C 0.6564 -0.1407 0.0956  -0.4927
213 C 0.1084 -0.7538 1.3911  -0.0322
214 O 1.9235 -0.7014 -0.1571  -0.0409
215 H -0.5602 -1.2918 -1.2024  0.0668
216 H 0.0558 0.2888 -1.9455  0.0532
217 H -1.2965 0.2378 -0.8076  0.0785
218 H 0.8714 0.9131 0.2723  0.1230
219 H -0.8100 -0.2607 1.7096  0.0660
220 H 0.8035 -0.5182 2.1970  0.0655
221 H -0.0720 -1.8012 1.1489  0.0742
222 H 2.2030 -0.3655 -1.0119  0.0665
223 C -3.6835 0.3713 1.9873  -0.0657
224 C -5.0280 0.0015 2.4982  -0.4540
225 C -5.6467 1.0910 3.4801  -0.0214
226 O -6.0207 -0.2859 1.4725  -0.0584
227 H -3.0237 0.5927 2.8262  0.0819
228 H -3.6691 1.2160 1.2986  0.0923
229 H -3.3477 -0.4555 1.3614  0.0584
230 H -4.8256 -0.8320 3.1708  0.0961
231 H -5.3353 0.9726 4.5179  0.0567
232 H -6.7289 0.9707 3.4297  0.0705
233 H -5.3294 2.0945 3.1966  0.0766
234 H -6.9457 -0.3686 1.7156  0.0833
235 C 2.0657 -5.7387 3.4633  -0.0196
236 C 2.3373 -4.8597 2.1239  -0.4288
237 C 1.1211 -4.6865 1.2005  -0.0678
238 O 2.7850 -3.5868 2.5643  -0.0595
239 H 2.8529 -5.5296 4.1876  0.0676
240 H 1.8622 -6.7792 3.2101  0.0648
241 H 1.1364 -5.4618 3.9612  0.0561
242 H 3.0703 -5.3058 1.4517  0.1231
243 H 0.2951 -4.1168 1.6261  0.0560
244 H 0.8209 -5.6215 0.7274  0.0819
245 H 1.4102 -4.0238 0.3848  0.0578
246 H 2.7253 -2.9710 1.8303  0.0702
247 C 2.8398 -4.4318 -3.7337  -0.0795
248 C 2.2598 -4.9568 -2.4868  -0.5451
249 C 0.7284 -4.6136 -2.5329  -0.0379
250 O 2.5332 -6.2522 -2.1127  -0.0101
251 H 2.3282 -4.8580 -4.5966  0.0815
252 H 3.8449 -4.8278 -3.8789  0.0870
253 H 2.8190 -3.3437 -3.7940  0.0660
254 H 2.7775 -4.3304 -1.7604  0.1316
255 H 0.3340 -4.9855 -1.5873  0.0536
256 H 0.2306 -5.1164 -3.3621  0.0773
257 H 0.5637 -3.5451 -2.6714  0.0696
258 H 2.1073 -6.8973 -2.6819  0.0991

The value obtained for the HOMO-LUMO gap is 7.957 eV. Its energy is -113388.9854 eV. For the energy relative to the best compared isomer or geometry (same formula, charge and spin), the calculation gives 934.5 kJ/mol. The SMILES is CC1(C)CCCC(C)(C)N1O.CC1(C)CCCC(C)(C)N1O.CC1(C)CCCC(C)(C)N1O.CC1(C)CCCC(C)(C)N1O.CC1(C)CCCC(C)(C)N1O.CC1(C)CCCC(C)(C)N1O.CC1(C)CCCC(C)(C)N1O.CC(C)O.CC(C)O.CC(C)O.CC(C)O. For the strongest force on any atom, the calculation gives 4.72 eV/A. The LUMO energy comes out at 0.0130 hartree.



Record 2
Below is a molecular structure, C24H27NOSiW, with properties calculated with ωB97M-V with the def2-TZVPD basis set.

Each line ends with the Löwdin charge.
Element x y z (Å)
1 C 0.8583 2.2008 3.8412  -0.1250
2 C 1.2790 2.6831 2.5604  -0.1514
3 C 0.1502 2.6592 1.6770  -0.1626
4 H 2.2730 3.0455 2.3173  0.1442
5 C -0.9635 2.0960 2.3958  -0.1724
6 C -0.5262 1.8348 3.7474  -0.1352
7 H -1.1744 1.5524 4.5722  0.1415
8 H 1.4640 2.1741 4.7476  0.1476
9 H 0.1286 3.0407 0.6600  0.1502
10 H -1.9889 2.0069 2.0489  0.1463
11 W 0.5585 0.5836 2.2540  1.5957
12 C -0.1043 -0.0434 0.3993  -0.2533
13 H -1.0386 0.3665 0.0154  0.0337
14 H -0.2354 -1.1148 0.6074  0.0450
15 H 0.7164 0.1098 -0.3101  0.0225
16 Si -0.3496 -1.2197 -2.9396  0.7328
17 C 1.3371 -1.1237 -3.6912  -0.3490
18 C 2.0385 0.0836 -3.5482  -0.1273
19 H 1.5685 0.9306 -3.0412  0.0953
20 C 3.3363 0.2050 -4.0531  -0.0848
21 H 3.8749 1.1418 -3.9208  0.1039
22 C 3.9325 -0.8689 -4.7196  -0.0711
23 H 4.9474 -0.7731 -5.1046  0.1106
24 C 3.2251 -2.0650 -4.8924  -0.0702
25 H 3.6897 -2.8978 -5.4217  0.1114
26 C 1.9291 -2.1956 -4.3855  -0.0940
27 H 1.3671 -3.1222 -4.5244  0.1016
28 C -1.4293 0.1017 -3.6576  -0.3322
29 C -1.2224 0.6474 -4.9373  -0.0803
30 H -0.4589 0.2301 -5.5988  0.1121
31 C -1.9785 1.7483 -5.3572  -0.0652
32 H -1.7862 2.1957 -6.3322  0.1124
33 C -2.9668 2.2817 -4.5238  -0.0732
34 H -3.5383 3.1545 -4.8398  0.1103
35 C -3.2248 1.6918 -3.2809  -0.0920
36 H -4.0012 2.0963 -2.6319  0.1008
37 C -2.4820 0.5866 -2.8606  -0.1352
38 H -2.6941 0.1040 -1.9019  0.0823
39 H -0.3078 -1.1974 -1.4595  -0.0551
40 H -0.9580 -2.5349 -3.2554  -0.0151
41 O -2.3499 -0.7993 2.6706  -0.0694
42 C -2.2140 -1.1832 4.0440  -0.1598
43 C -0.7732 -1.3936 4.4406  -0.1909
44 C -0.4949 -2.1707 5.5570  0.0401
45 C 0.8087 -2.2782 6.0292  0.0353
46 C 1.8282 -1.6601 5.3073  -0.0014
47 C 1.5501 -1.0108 4.1177  -0.1075
48 N 0.2404 -0.8122 3.7356  -0.0813
49 H -3.2953 -0.7581 2.4448  0.1276
50 H -2.6685 -0.4296 4.7193  0.1465
51 H -2.7608 -2.1308 4.1867  0.1493
52 H -1.3483 -2.6366 6.0498  0.1480
53 H 1.0282 -2.8321 6.9400  0.1445
54 H 2.8580 -1.6526 5.6590  0.1371
55 H 2.3462 -0.6482 3.4436  0.1264

As for the expectation value of S²: 2.0159. The value obtained for the HOMO-LUMO gap (alpha / beta) is 4.368 / 4.347 eV. Its energy is -38547.1968 eV. For the energy relative to the best compared isomer or geometry (same formula, charge and spin), the calculation gives 0.0 kJ/mol. The multiplicity is 3. Its net charge is +2. For the strongest force on any atom, the calculation gives 3.83 eV/A. The LUMO energy (alpha / beta) comes out at -0.3149 / -0.3157 hartree.



Record 3
Below is 2 unconnected molecules or ions with the total composition C4H11NOS, with properties calculated with ωB97M-V with the def2-TZVPD basis set.

Each line ends with the Löwdin charge.
Element x y z (Å)
1 C -0.4879 2.8758 0.5116  -0.0675
2 C -0.0863 0.5078 -0.3266  0.0029
3 C -2.3079 1.1558 0.1782  -0.0724
4 C -0.8313 1.4662 0.1307  -0.4384
5 N 2.5010 -3.2483 0.2264  -0.2456
6 O 0.8176 -1.8821 1.4656  -0.5751
7 S 0.9236 -3.1857 0.8738  0.7814
8 H -0.5782 2.9303 1.5417  0.0486
9 H 0.6087 3.0992 0.1378  0.1217
10 H -1.1956 3.5412 0.0376  0.0676
11 H 1.2272 -3.9445 2.0753  0.0061
12 H 0.9454 0.4305 -0.5142  0.0509
13 H -0.6500 -0.3754 -0.4384  0.0422
14 H -2.6155 0.2515 0.5113  0.0318
15 H -2.8523 2.0400 0.6798  0.1006
16 H -2.5886 1.3081 -0.8859  0.0952
17 H 2.5546 -2.7620 -0.6030  -0.0133
18 H 3.2123 -3.9933 0.2548  0.0633

The value obtained for the HOMO-LUMO gap is 9.370 eV. Its energy is -18696.0006 eV. For the energy relative to the best compared isomer or geometry (same formula, charge and spin), the calculation gives 378.0 kJ/mol. For the strongest force on any atom, the calculation gives 5.71 eV/A. The LUMO energy comes out at 0.0194 hartree.